Run one
This record from OMol25 describes a single C6H7NOS molecule. The level of theory is ωB97M-V/def2-TZVPD.

* SMILES: CC(=O)c1scnc1C
* HOMO-LUMO gap: 9.57 eV
* HOMO energy: -9.59 eV

Last column: natural (NBO) charge in e.
Atoms and positions in Å:
1 H -0.561 2.646 -1.036  0.23
2 S -1.342 -1.558 -0.147  0.39
3 C -0.107 -0.286 -0.078  -0.36
4 H 0.878 2.271 -0.148  0.24
5 H -0.507 3.018 0.817  0.22
6 C 1.737 -1.995 0.172  -0.71
7 H 1.481 -2.383 1.142  0.24
8 C -2.546 -0.344 0.015  -0.10
9 C 1.310 -0.547 -0.053  0.55
10 O 2.155 0.307 -0.109  -0.53
11 N -2.088 0.849 0.138  -0.44
12 H 1.229 -2.591 -0.438  0.21
13 C -0.732 0.928 0.074  0.23
14 H 2.812 -2.186 -0.171  0.24
15 H -3.548 -0.482 -0.046  0.21
16 C -0.171 2.352 -0.132  -0.62

Run two
This record from OMol25 describes a single C6H7NOS molecule. The level of theory is ωB97M-V/def2-TZVPD.

* HOMO-LUMO gap: 6.82 eV
* HOMO energy: -7.33 eV

Last column: natural (NBO) charge in e.
Atoms and positions in Å:
1 H 0.755 1.601 -0.511  0.21
2 H 2.514 0.323 0.692  0.20
3 N 0.498 0.208 1.274  -0.61
4 C -1.074 -1.432 0.274  -0.59
5 H 1.488 -1.096 0.061  0.20
6 C -2.245 -1.461 -0.308  0.72
7 H -0.397 -2.319 0.564  0.29
8 C -0.781 -0.012 0.767  0.02
9 O -3.286 -1.616 -0.786  -0.43
10 S -2.799 1.768 -0.261  0.20
11 H 0.990 0.251 -1.804  0.21
12 C 1.591 -0.071 0.314  -0.21
13 H 0.593 1.101 1.781  0.38
14 C -1.637 0.821 0.121  -0.19
15 C 1.429 0.816 -0.963  -0.62
16 H 2.362 1.116 -1.214  0.20

The least stable of them is run two.

Run one
This record from OMol25 describes a single C3H3N3O2S molecule. The level of theory is ωB97M-V/def2-TZVPD.

* SMILES: O=[N+]([O-])Sn1cccn1
* HOMO-LUMO gap: 9.73 eV
* HOMO energy: -9.90 eV

Last column: natural (NBO) charge in e.
Atoms and positions in Å:
1 C 0.378 -0.144 -0.013  -0.33
2 O -3.416 4.042 0.139  -0.34
3 N -2.537 3.251 -0.019  0.44
4 H 1.289 -0.427 0.471  0.23
5 N -1.566 0.693 -0.485  -0.29
6 C -0.664 0.575 0.515  -0.04
7 S -3.147 1.614 -0.543  0.52
8 H -0.809 1.015 1.479  0.23
9 N -1.178 0.107 -1.609  -0.27
10 H 0.528 -0.958 -2.097  0.21
11 O -1.363 3.349 0.143  -0.33
12 C -0.005 -0.415 -1.342  -0.04

Run two
This record from OMol25 describes a single C3H3N3O2S molecule. The level of theory is ωB97M-V/def2-TZVPD.

* HOMO-LUMO gap (spin up / spin down): 7.38 / 6.69 eV
* HOMO energy (spin up / spin down): -8.34 / -7.90 eV

Last column: natural (NBO) charge in e.
Atoms and positions in Å:
1 N 2.760 -0.207 -0.157  -0.69
2 H -0.436 2.964 -0.308  0.47
3 C -0.536 -1.873 -0.013  -0.21
4 C 1.710 -0.843 -0.134  0.71
5 H 3.537 -0.607 -0.555  0.39
6 H -0.749 -2.939 -0.270  0.23
7 O -0.448 1.351 1.266  -0.47
8 C -1.929 0.496 -0.176  -0.29
9 S -2.020 -1.125 0.255  0.59
10 N 0.657 -1.329 0.123  -0.49
11 N -1.171 1.411 0.302  0.30
12 O -1.377 2.701 -0.334  -0.53

The least stable of them is run two.

Run one
This record from OMol25 describes a single C3H3N3O2S molecule. The level of theory is ωB97M-V/def2-TZVPD.

* HOMO-LUMO gap (spin up / spin down): 7.39 / 7.38 eV
* HOMO energy (spin up / spin down): -8.89 / -8.89 eV

Last column: natural (NBO) charge in e.
Atoms and positions in Å:
1 C 1.392 -0.150 0.309  0.46
2 O 2.390 -0.661 0.829  -0.56
3 C 0.226 -0.678 -0.234  -0.28
4 H 1.838 1.771 0.909  0.35
5 H -3.105 -0.513 0.335  0.43
6 N 1.536 1.410 0.048  -0.24
7 C -1.238 -1.053 -0.090  0.64
8 N 1.405 1.991 -0.949  -0.11
9 S 1.068 -0.684 -1.698  0.28
10 N -2.139 -0.091 0.341  -0.83
11 O -1.547 -2.216 -0.254  -0.55
12 H -1.827 0.874 0.456  0.41

Run two
This record from OMol25 describes a 2-piece molecular cluster, C3H3N3O2S overall. The level of theory is ωB97M-V/def2-TZVPD.

* HOMO-LUMO gap (spin up / spin down): 8.10 / 6.10 eV
* HOMO energy (spin up / spin down): -9.24 / -9.37 eV

Last column: natural (NBO) charge in e.
Atoms and positions in Å:
1 S 4.231 -1.073 0.489  0.27
2 O 5.761 0.921 0.073  -0.31
3 H -0.617 1.035 -0.214  0.21
4 H 1.480 0.393 -1.172  0.45
5 N 0.168 -2.084 0.419  -0.49
6 N 0.964 -0.260 -0.555  -0.60
7 H -1.660 -1.349 0.991  0.20
8 C -0.819 -1.076 0.568  -0.09
9 N 4.606 0.603 0.042  0.38
10 C 1.066 -1.560 -0.278  0.46
11 C -0.313 0.065 -0.094  -0.09
12 O 3.603 1.272 -0.260  -0.40

The least stable of them is run two.

Run one
This record from OMol25 describes C3H6Cl6 as an isolated structure. The level of theory is ωB97M-V/def2-TZVPD.

* HOMO-LUMO gap: 8.94 eV
* HOMO energy: -8.47 eV

Last column: natural (NBO) charge in e.
Atoms and positions in Å:
1 Cl 1.254 -0.834 0.809  0.05
2 Cl -2.581 -0.455 -0.962  -0.01
3 Cl 0.398 2.662 0.288  -0.07
4 H -2.099 -0.658 -3.152  0.23
5 C -1.824 0.116 -2.435  -0.40
6 H 2.750 -0.820 2.734  0.23
7 H 1.099 -0.450 3.164  0.22
8 C 0.426 0.912 -0.215  -0.43
9 H 1.356 0.519 0.195  0.22
10 Cl 1.372 -2.726 2.873  -0.01
11 Cl -0.883 0.130 0.602  0.01
12 Cl -2.547 1.658 -2.827  -0.01
13 H -0.749 0.229 -2.293  0.20
14 C 1.713 -1.069 2.511  -0.41
15 H 0.315 0.786 -1.292  0.19

Run two
This record from OMol25 describes a 3-piece molecular cluster, C3H6Cl6 overall. The level of theory is ωB97M-V/def2-TZVPD.

* SMILES: ClCCl.ClCCl.ClCCl
* HOMO-LUMO gap: 11.26 eV
* HOMO energy: -10.72 eV

Last column: natural (NBO) charge in e.
Atoms and positions in Å:
1 H 8.013 -14.926 -21.062  0.23
2 C 14.067 -21.337 -23.289  -0.40
3 Cl 9.186 -16.968 -21.286  0.00
4 H 12.190 -16.829 -21.326  0.23
5 Cl 15.606 -21.474 -24.175  -0.03
6 Cl 13.482 -17.997 -22.929  -0.03
7 H 13.374 -20.696 -23.834  0.22
8 C 12.241 -17.857 -21.686  -0.41
9 Cl 13.331 -22.915 -22.967  -0.02
10 Cl 12.524 -18.972 -20.337  -0.02
11 H 7.947 -15.413 -22.678  0.23
12 C 8.619 -15.422 -21.820  -0.42
13 Cl 10.024 -14.459 -22.319  -0.03
14 H 14.205 -20.780 -22.362  0.23
15 H 11.290 -18.048 -22.183  0.23

The least stable of them is run one.